{"formula": "C22H25CoN3OS2", "method": "ωB97M-V/def2-TZVPD", "gap_ev": [7.7, 7.7], "e_homo_ev": [-7.257, -7.263], "total_charge": 0, "max_force_ev_per_a": 2.6, "multiplicity": 2, "elements": ["Co", "C", "N", "C", "C", "N", "C", "C", "C", "C", "C", "C", "C", "S", "C", "C", "C", "C", "C", "C", "S", "H", "H", "H", "H", "H", "H", "H", "H", "H", "H", "H", "H", "H", "H", "H", "H", "H", "H", "O", "C", "C", "C", "C", "C", "C", "N", "H", "H", "H", "H", "H", "H", "H"], "positions_angstrom": [[0.8074, 0.0798, -0.1497], [1.2086, 0.9721, 2.5175], [0.7615, 1.6041, 1.2474], [-0.6387, 2.1109, 1.3726], [-1.6655, 1.0105, 1.2479], [-1.4204, 0.2171, 0.0334], [-1.6286, 1.0678, -1.1570], [-2.2083, -1.0083, 0.0444], [-3.2146, -1.2533, -0.8944], [-3.9557, -2.4271, -0.8856], [-3.7098, -3.3840, 0.0828], [-2.7123, -3.1522, 1.0169], [-1.9507, -1.9814, 1.0211], [-0.7783, -1.8290, 2.3483], [1.6353, 2.7335, 0.8942], [1.7403, 3.8173, 1.7597], [2.5170, 4.9122, 1.4249], [3.1945, 4.9178, 0.2080], [3.0873, 3.8396, -0.6513], [2.2996, 2.7278, -0.3226], [2.1615, 1.3644, -1.4097], [1.3474, 1.7243, 3.2960], [2.1391, 0.4423, 2.3427], [0.4631, 0.2477, 2.8424], [-0.7796, 2.8714, 0.6098], [-0.7791, 2.5942, 2.3420], [-2.6727, 1.4435, 1.2235], [-1.6054, 0.3449, 2.1057], [-2.5955, 1.5839, -1.1225], [-1.5789, 0.4669, -2.0577], [-0.8352, 1.8081, -1.2192], [-3.4471, -0.5226, -1.6499], [-4.7200, -2.5794, -1.6389], [-4.2868, -4.2998, 0.1184], [-2.4986, -3.8918, 1.7801], [1.2115, 3.8109, 2.7074], [2.5927, 5.7504, 2.1052], [3.8072, 5.7687, -0.0673], [3.6135, 3.8320, -1.5988], [1.4122, -1.3542, 1.0782], [1.7640, -2.5283, 0.4276], [1.2346, -2.5498, -0.9778], [1.2324, -3.6924, -1.7708], [0.8010, -3.6101, -3.0789], [0.3885, -2.3796, -3.5805], [0.3964, -1.2948, -2.7356], [0.7875, -1.3801, -1.4553], [0.3086, -1.1836, 1.6627], [1.3952, -3.4224, 0.9503], [2.8571, -2.6404, 0.3513], [1.5691, -4.6306, -1.3463], [0.7833, -4.4927, -3.7071], [0.0720, -2.2617, -4.6078], [0.0925, -0.3149, -3.0775]], "atomic_forces_ev_per_a": [[0.080, 0.844, -0.504], [0.023, 0.330, 0.167], [0.085, -0.378, -0.166], [0.080, 0.027, 0.125], [0.091, 0.013, 0.048], [-0.086, -0.195, -0.373], [-0.194, -0.133, 0.168], [0.083, 0.070, -0.141], [0.155, 0.048, 0.086], [0.013, 0.080, -0.062], [0.145, 0.033, 0.113], [-0.135, -0.089, -0.069], [0.120, -0.120, 0.517], [-2.289, -0.827, 0.985], [-0.138, 0.026, 0.276], [-0.006, 0.010, 0.070], [0.026, -0.012, -0.055], [-0.018, -0.027, 0.009], [-0.010, -0.001, 0.028], [0.088, 0.022, -0.081], [-0.121, -0.142, -0.195], [-0.051, 0.035, 0.011], [0.043, 0.078, -0.004], [0.108, 0.264, 0.046], [0.036, 0.061, -0.056], [0.076, 0.102, 0.050], [-0.007, 0.069, -0.034], [-0.082, 0.054, -0.031], [-0.050, -0.054, -0.018], [-0.043, -0.064, -0.025], [0.006, 0.030, 0.007], [0.028, 0.156, -0.095], [0.026, 0.021, 0.064], [0.042, 0.010, -0.018], [-0.019, 0.035, -0.041], [0.025, 0.000, -0.071], [0.009, -0.010, -0.022], [-0.024, -0.051, 0.006], [-0.024, 0.023, 0.045], [1.949, 0.732, -0.753], [-0.433, 0.012, 0.014], [-0.139, -0.013, -0.267], [0.011, -0.013, 0.015], [-0.033, -0.018, -0.024], [0.029, -0.116, -0.012], [-0.014, 0.050, 0.115], [0.188, 0.020, 0.126], [0.398, -1.289, -0.273], [-0.081, 0.071, 0.100], [-0.039, 0.136, 0.134], [-0.008, 0.045, -0.030], [0.026, 0.041, 0.019], [-0.016, -0.015, 0.047], [0.074, 0.019, 0.029]], "lowdin_charge": [0.31, -0.05, -0.19, -0.14, -0.18, -0.17, -0.08, -0.23, -0.04, -0.09, -0.10, -0.12, -0.50, 0.83, -0.28, -0.04, -0.09, -0.09, -0.11, -0.60, 0.70, 0.09, 0.10, 0.03, 0.12, 0.13, 0.14, 0.05, 0.10, 0.07, 0.07, 0.10, 0.10, 0.10, 0.09, 0.11, 0.10, 0.10, 0.10, -0.38, -0.23, -0.21, 0.00, -0.05, -0.04, -0.11, 0.03, -0.15, 0.12, 0.14, 0.12, 0.11, 0.11, 0.10]}

=====

{"formula": "C22H25F2N4O5S", "method": "ωB97M-V/def2-TZVPD", "gap_ev": 7.7, "e_homo_ev": -12.263, "total_charge": 1, "max_force_ev_per_a": 2.0, "multiplicity": 1, "elements": ["C", "C", "C", "O", "C", "C", "C", "F", "N", "N", "C", "C", "C", "C", "C", "O", "C", "O", "C", "C", "C", "C", "C", "N", "C", "S", "C", "C", "O", "N", "C", "O", "F", "C", "H", "H", "H", "H", "H", "H", "H", "H", "H", "H", "H", "H", "H", "H", "H", "H", "H", "H", "H", "H", "H", "H", "H", "H", "H"], "positions_angstrom": [[-3.7973, -3.7704, 1.4087], [-3.4629, -2.3413, 1.8922], [-2.4601, -1.5884, 0.9334], [-2.5627, -2.1998, -0.3451], [-1.8532, -1.5473, -1.3984], [-0.8266, -0.4996, -0.9688], [-1.2296, 0.7971, -1.1396], [-2.4290, 1.0611, -1.6206], [-0.4517, 1.8817, -0.8365], [-1.0686, 3.1104, -1.0802], [-0.7712, 3.6814, -2.4236], [-2.1097, 3.9777, -3.1641], [0.8008, 1.7460, -0.3366], [1.5313, 3.0496, -0.0983], [1.3616, 3.5067, 1.3932], [0.9289, 2.4098, 2.2190], [0.9858, 2.7339, 3.5545], [0.5152, 2.0587, 4.4104], [1.2869, 0.4335, -0.0882], [2.6042, 0.1949, 0.4842], [3.6248, 1.2340, 0.9332], [3.0298, -1.1008, 0.6638], [2.2298, -2.2319, 0.3476], [2.7340, -3.5431, 0.5908], [2.9724, -3.7430, 1.7876], [2.9943, -4.2720, 3.2467], [0.9529, -2.0546, -0.1692], [0.2212, -3.3763, -0.4115], [-0.4879, -3.8880, 0.3973], [0.4718, -4.0356, -1.6877], [1.3957, -3.3158, -2.4907], [2.5360, -3.6057, -2.6462], [0.9237, -2.2224, -3.1316], [0.4805, -0.7357, -0.4017], [-4.3941, -3.7326, 0.4904], [-4.4188, -4.2365, 2.1927], [-2.9063, -4.3994, 1.3005], [-2.9630, -2.4336, 2.8687], [-4.3602, -1.7116, 1.9703], [-1.4641, -1.7231, 1.3912], [-2.7797, -0.5317, 0.9400], [-2.6110, -1.1350, -2.0812], [-1.3422, -2.3324, -1.9839], [-0.9233, 3.7567, -0.3175], [-0.1950, 2.9492, -3.0019], [-0.2570, 4.6442, -2.2899], [-2.8902, 3.2617, -2.8657], [-1.9816, 3.8794, -4.2499], [-2.4934, 4.9694, -2.8842], [2.5838, 3.0170, -0.3905], [1.1246, 3.8846, -0.6835], [0.6351, 4.3274, 1.4931], [2.3348, 3.8562, 1.7773], [1.4894, 3.6877, 3.8310], [4.5246, 0.7465, 1.3350], [3.2708, 1.9134, 1.7122], [3.9801, 1.7663, 0.0352], [4.0239, -1.3089, 1.0668], [0.9417, -4.9197, -1.4805]], "atomic_forces_ev_per_a": [[-0.566, 0.307, 0.702], [0.800, -0.041, -0.744], [-1.111, -0.942, 1.366], [0.635, 0.906, -0.063], [0.003, -0.877, -0.160], [-0.274, 0.459, -0.121], [0.210, -0.986, 0.154], [0.465, 0.333, 0.198], [-0.007, 0.004, 0.205], [0.151, 0.253, -0.298], [-1.438, 0.291, -0.193], [0.024, -0.274, 0.300], [-0.240, -0.288, -0.541], [-0.160, 0.514, 0.765], [0.580, -0.058, 0.014], [0.131, 0.684, 0.363], [-0.231, 0.030, 0.809], [0.019, -0.300, -0.552], [0.560, -0.303, 0.262], [0.449, -0.440, 0.487], [0.306, -0.094, -0.631], [-0.292, -0.149, -0.156], [-0.201, 0.560, -0.395], [-0.032, 1.463, 0.792], [-0.774, -1.574, 0.031], [0.466, 0.496, -0.421], [0.665, -0.248, -0.007], [-0.875, 0.160, -0.510], [0.498, -0.048, 0.060], [0.943, 1.411, 0.360], [1.324, -0.356, -0.387], [-0.451, -0.122, -0.080], [-0.715, -0.523, 0.714], [-0.771, 0.547, -0.399], [0.351, -0.208, 0.141], [0.147, 0.090, -0.345], [-0.189, 0.294, -0.217], [-0.371, 0.322, -0.175], [0.122, -0.450, 0.200], [-0.100, 0.288, -0.541], [0.440, -0.172, -0.290], [0.482, 0.228, 0.229], [-0.141, 0.289, 0.264], [0.072, -0.254, 0.068], [0.155, 0.337, 0.276], [0.327, -0.499, -0.220], [0.415, 0.099, -0.085], [-0.015, 0.356, 0.290], [0.203, -0.246, -0.329], [-0.373, -0.362, 0.265], [-0.027, -0.636, -0.120], [0.181, -0.233, -0.199], [-0.372, 0.110, -0.269], [-0.007, -0.217, -0.685], [-0.473, -0.045, -0.102], [-0.045, -0.079, -0.372], [-0.077, 0.122, 0.526], [-0.344, 0.185, -0.104], [-0.456, -0.116, -0.127]], "lowdin_charge": [-0.10, -0.19, -0.21, -0.13, -0.11, -0.02, -0.18, 0.16, 0.04, 0.02, -0.20, -0.07, -0.05, -0.05, -0.16, -0.06, -0.32, 0.13, 0.01, -0.13, -0.02, 0.05, -0.17, 0.12, -0.73, 0.87, -0.03, -0.38, 0.17, 0.20, -0.51, 0.18, 0.13, 0.00, 0.07, 0.08, 0.06, 0.11, 0.10, 0.11, 0.12, 0.14, 0.12, 0.13, 0.13, 0.11, 0.07, 0.08, 0.08, 0.11, 0.11, 0.13, 0.13, 0.16, 0.10, 0.08, 0.10, 0.14, 0.16]}

=====

What is the formula in the first record? C22H25CoN3OS2